# 1
Entry from the Open Molecules 2025 dataset: a cluster of 12 separate species, C57H73F6NO12 in total at a distorted geometry (wB97M-V/def2-TZVPD).

Computed properties:
Electronic energy   -3772.499304 hartree
SMILES   C[N+](=O)[O-].CCOC(C)=O.CCOC(C)=O.CCOC(C)=O.CCOC(C)=O.CCOC(C)=O.Fc1ccccc1.Fc1ccccc1.Fc1ccccc1.Fc1ccccc1.Fc1ccccc1.Fc1ccccc1
HOMO level   -0.3417 hartree
2S+1   1

Geometry (Å):
C  -3.348  -4.647  -1.806
N  -4.468  -3.633  -1.721
O  -4.314  -2.698  -0.992
O  -5.457  -3.847  -2.357
H  -3.635  -5.446  -1.133
H  -2.446  -4.131  -1.485
H  -3.283  -4.977  -2.830
C  -5.282  -0.784  2.036
C  -5.390  -0.097  0.685
O  -6.477  -0.645  -0.064
C  -7.674  -0.122  0.087
C  -8.716  -0.954  -0.572
O  -7.883  0.948  0.586
H  -6.187  -0.613  2.630
H  -4.496  -0.235  2.564
H  -5.165  -1.858  1.952
H  -5.534  0.973  0.811
H  -4.498  -0.324  0.112
H  -9.670  -0.446  -0.645
H  -8.968  -1.819  0.065
H  -8.334  -1.348  -1.509
C  0.369  4.187  0.790
C  -0.709  5.080  1.384
O  -0.085  5.913  2.346
C  -0.701  7.051  2.613
C  0.009  7.789  3.726
O  -1.651  7.453  2.026
H  1.090  3.870  1.558
H  1.041  4.694  0.089
H  -0.049  3.300  0.315
H  -1.234  5.646  0.624
H  -1.398  4.406  1.883
H  1.019  7.390  3.813
H  -0.523  7.565  4.651
H  0.073  8.850  3.536
C  -0.700  -3.634  2.541
C  0.022  -2.767  3.574
O  1.421  -2.744  3.290
C  2.142  -3.741  3.737
C  3.433  -3.895  3.000
O  1.752  -4.506  4.529
H  -1.760  -3.389  2.440
H  -0.664  -4.698  2.826
H  -0.252  -3.655  1.546
H  -0.373  -1.749  3.566
H  -0.249  -3.152  4.562
H  3.846  -2.905  2.802
H  3.151  -4.340  2.041
H  4.087  -4.538  3.556
C  0.110  0.346  1.259
C  -1.271  0.352  0.659
O  -1.237  0.058  -0.745
C  -1.241  -1.149  -1.268
C  -1.340  -1.115  -2.761
O  -1.303  -2.169  -0.688
H  0.731  -0.515  1.019
H  0.076  0.529  2.335
H  0.634  1.229  0.863
H  -1.931  -0.300  1.241
H  -1.671  1.361  0.730
H  -0.978  -0.184  -3.198
H  -2.382  -1.198  -3.060
H  -0.740  -1.946  -3.119
C  0.502  -3.193  -7.713
C  -0.515  -2.057  -7.585
O  -1.535  -2.552  -6.767
C  -2.414  -1.734  -6.236
C  -3.538  -2.550  -5.628
O  -2.303  -0.595  -6.159
H  1.184  -2.969  -8.527
H  -0.070  -4.128  -7.823
H  1.057  -3.432  -6.798
H  0.063  -1.217  -7.199
H  -0.895  -1.849  -8.580
H  -4.107  -1.887  -4.974
H  -3.128  -3.359  -5.032
H  -4.231  -2.900  -6.389
F  1.417  -1.743  -3.982
C  2.384  -1.524  -4.947
C  3.458  -2.364  -5.076
C  4.443  -2.122  -5.998
C  4.307  -1.028  -6.850
C  3.214  -0.192  -6.720
C  2.251  -0.425  -5.773
H  3.552  -3.177  -4.360
H  5.276  -2.802  -6.092
H  5.061  -0.955  -7.626
H  3.132  0.651  -7.398
H  1.434  0.270  -5.624
F  3.161  3.500  -0.684
C  3.577  2.350  -1.191
C  2.753  1.266  -1.214
C  3.285  0.111  -1.766
C  4.551  0.074  -2.324
C  5.378  1.155  -2.237
C  4.871  2.313  -1.656
H  1.735  1.274  -0.853
H  2.718  -0.808  -1.855
H  4.909  -0.876  -2.707
H  6.369  1.158  -2.666
H  5.462  3.219  -1.761
F  -3.522  3.788  1.440
C  -4.058  3.680  2.656
C  -3.469  2.830  3.509
C  -4.002  2.653  4.775
C  -5.239  3.247  5.062
C  -5.881  4.013  4.122
C  -5.305  4.227  2.878
H  -2.509  2.394  3.248
H  -3.643  1.931  5.498
H  -5.719  3.118  6.026
H  -6.836  4.446  4.394
H  -5.756  4.839  2.111
F  4.406  -1.138  4.757
C  4.665  -0.290  3.790
C  5.870  0.347  3.785
C  6.168  1.191  2.707
C  5.221  1.495  1.752
C  3.993  0.895  1.843
C  3.686  -0.010  2.869
H  6.633  0.172  4.531
H  7.156  1.621  2.599
H  5.433  2.201  0.962
H  3.142  1.152  1.215
H  2.655  -0.323  2.971
F  -0.225  2.872  3.795
C  0.757  3.595  4.239
C  2.023  3.415  3.782
C  3.046  4.233  4.256
C  2.792  5.125  5.258
C  1.530  5.186  5.811
C  0.491  4.439  5.266
H  2.164  2.751  2.933
H  3.942  4.314  3.655
H  3.604  5.783  5.543
H  1.353  5.873  6.629
H  -0.472  4.408  5.766
F  4.652  -5.313  -2.213
C  3.507  -5.032  -1.591
C  3.016  -3.761  -1.636
C  1.775  -3.488  -1.088
C  1.058  -4.533  -0.524
C  1.565  -5.816  -0.474
C  2.858  -6.036  -0.913
H  3.599  -3.018  -2.173
H  1.418  -2.474  -0.996
H  0.055  -4.314  -0.158
H  1.044  -6.625  0.017
H  3.249  -7.048  -0.960

# 2
Entry from the Open Molecules 2025 dataset: a structure of composition C57H84BrN8OP2S2Sn (wB97M-V/def2-TZVPD).

Computed properties:
Relative energy (zero: lowest compared OMol25 entry of this formula, charge and spin)   0.0000 eV
Electronic energy   -7002.344393 hartree
HOMO level (spin up / spin down)   -0.5279 / -0.5238 hartree
Charge   +3
2S+1   1

Geometry (Å):
Sn  0.021  0.000  0.716
C  8.153  1.084  -0.983
C  7.286  -0.136  -1.337
C  7.296  -0.348  -2.864
C  7.877  -1.370  -0.658
C  5.852  0.121  -0.923
C  5.126  -0.784  -0.127
C  3.837  -0.503  0.217
Br  2.863  -1.697  1.279
C  3.171  0.716  -0.197
O  1.993  0.994  0.211
C  3.904  1.615  -1.082
C  5.194  1.289  -1.387
C  3.218  2.858  -1.629
C  2.028  2.426  -2.498
C  4.157  3.673  -2.521
C  2.765  3.764  -0.475
H  9.177  0.888  -1.298
H  8.162  1.268  0.090
H  7.830  1.993  -1.486
H  8.318  -0.536  -3.187
H  6.935  0.527  -3.400
H  6.688  -1.206  -3.150
H  8.921  -1.470  -0.951
H  7.372  -2.288  -0.956
H  7.852  -1.291  0.429
H  5.591  -1.691  0.220
H  5.762  1.943  -2.026
H  2.354  1.795  -3.324
H  1.563  3.310  -2.935
H  1.279  1.862  -1.937
H  4.501  3.108  -3.386
H  5.026  4.041  -1.977
H  3.620  4.544  -2.896
H  2.003  3.301  0.148
H  2.363  4.692  -0.885
H  3.611  4.035  0.155
C  -3.413  -4.661  1.473
N  -2.297  -3.700  1.409
P  -2.271  -2.216  2.204
C  -2.914  -2.407  3.865
C  -2.024  -2.803  4.862
C  -2.486  -3.077  6.138
C  -3.838  -2.936  6.425
C  -4.722  -2.513  5.443
C  -4.266  -2.242  4.163
C  -3.373  -1.114  1.315
C  -3.937  -1.471  0.089
C  -4.780  -0.587  -0.565
C  -5.040  0.661  -0.013
C  -4.457  1.030  1.191
C  -3.621  0.149  1.856
P  -0.667  -4.110  1.515
C  -0.450  -5.647  2.405
C  -0.742  -6.861  1.776
C  -0.625  -8.044  2.482
C  -0.192  -8.026  3.803
C  0.129  -6.827  4.420
C  0.001  -5.636  3.723
C  -0.077  -4.387  -0.150
C  1.188  -4.958  -0.317
C  1.617  -5.316  -1.581
C  0.792  -5.099  -2.680
C  -0.447  -4.496  -2.521
C  -0.884  -4.130  -1.257
H  -4.354  -4.119  1.396
H  -3.393  -5.207  2.418
H  -3.347  -5.364  0.643
H  -0.965  -2.860  4.645
H  -1.796  -3.385  6.910
H  -4.201  -3.145  7.420
H  -5.772  -2.397  5.674
H  -4.966  -1.918  3.402
H  -3.726  -2.440  -0.343
H  -5.246  -0.874  -1.496
H  -5.711  1.340  -0.520
H  -4.663  2.001  1.619
H  -3.170  0.442  2.796
H  -1.057  -6.884  0.740
H  -0.862  -8.983  2.002
H  -0.095  -8.955  4.346
H  0.486  -6.820  5.440
H  0.275  -4.706  4.200
H  1.814  -5.166  0.541
H  2.579  -5.792  -1.711
H  1.114  -5.413  -3.662
H  -1.085  -4.333  -3.378
H  -1.850  -3.666  -1.124
C  1.399  0.343  6.435
N  1.774  1.223  5.349
C  2.687  2.346  5.567
C  2.717  3.043  4.193
N  1.971  2.102  3.361
C  1.398  1.137  4.086
S  0.341  -0.070  3.475
H  2.290  0.098  7.012
H  0.970  -0.570  6.029
H  0.673  0.830  7.086
H  3.665  1.970  5.875
H  2.300  2.992  6.356
H  3.731  3.174  3.817
H  2.219  4.013  4.217
H  1.655  2.304  2.424
C  -2.985  -0.354  -3.715
N  -1.582  -0.392  -4.073
C  -1.234  0.343  -5.280
C  -0.642  -0.621  -3.096
N  -0.866  -0.422  -1.819
N  0.564  -1.091  -3.506
C  1.624  -1.248  -2.534
C  0.777  -1.748  -4.787
H  -3.581  -0.768  -4.528
H  -3.337  0.668  -3.523
H  -3.157  -0.958  -2.825
H  -1.443  -0.228  -6.185
H  -0.181  0.606  -5.268
H  -1.814  1.270  -5.318
H  -1.775  0.033  -1.731
H  1.577  -0.431  -1.822
H  2.588  -1.214  -3.042
H  1.538  -2.199  -1.993
H  -0.175  -2.058  -5.212
H  1.388  -2.633  -4.624
H  1.292  -1.102  -5.501
C  -1.259  4.429  -5.475
C  -2.513  4.275  -4.625
C  -2.309  3.385  -3.403
C  -1.267  3.949  -2.447
N  -1.124  3.158  -1.223
C  -1.510  3.404  0.023
S  -0.872  2.452  1.342
N  -2.352  4.361  0.394
C  -3.401  5.090  -0.339
C  -4.779  4.714  0.186
C  -5.008  5.022  1.661
C  -6.432  4.708  2.095
H  -1.480  4.936  -6.412
H  -0.833  3.455  -5.724
H  -0.488  5.016  -4.974
H  -3.318  3.855  -5.229
H  -2.865  5.258  -4.300
H  -1.984  2.389  -3.721
H  -3.253  3.239  -2.872
H  -1.459  4.988  -2.179
H  -0.283  3.943  -2.916
H  -0.495  2.369  -1.298
H  -2.444  4.422  1.402
H  -3.333  4.858  -1.392
H  -3.211  6.158  -0.216
H  -4.957  3.652  -0.011
H  -5.509  5.266  -0.412
H  -4.788  6.076  1.849
H  -4.315  4.449  2.287
H  -7.150  5.310  1.541
H  -6.581  4.906  3.153
H  -6.679  3.660  1.913

- Which value of 2S+1 does entry 2 give?
  1

- What is the formula in the second record?
  C57H84BrN8OP2S2Sn

- Number 1 is which compound?
  C57H73F6NO12